A structure of composition C22H21N3PtS5. Source: the OMol25 dataset; level of theory: ωB97M-V/def2-TZVPD.

```
! wB97M-V def2-TZVPD RIJCOSX def2/J DEFGRID3
* xyz 2 5
Pt 0.46 1.46 0.14
S 2.46 -0.02 0.02
C 3.67 0.77 0.99
C 4.97 0.26 0.93
C 5.97 0.80 1.72
C 5.69 1.85 2.59
C 4.40 2.37 2.64
C 3.40 1.84 1.85
S 1.78 2.58 1.97
C 1.06 1.49 3.26
C -0.43 1.51 3.14
C -1.27 1.77 4.22
C -2.64 1.75 4.03
C -3.14 1.45 2.77
C -2.25 1.20 1.74
C -2.71 0.81 0.37
S -2.00 1.90 -0.93
C -1.77 0.67 -2.18
C -2.43 0.60 -3.35
C -1.99 -0.13 -4.50
C -0.69 -0.24 -4.90
C 0.45 0.35 -4.27
C 0.63 0.55 -2.94
S 1.67 1.68 -2.17
N -0.93 1.24 1.93
H 5.18 -0.56 0.25
H 6.98 0.41 1.65
H 6.46 2.26 3.22
H 4.18 3.21 3.29
H 1.40 1.83 4.23
H 1.43 0.48 3.07
H -0.85 1.99 5.19
H -3.31 1.96 4.85
H -4.20 1.42 2.58
H -3.80 0.85 0.29
H -2.36 -0.19 0.15
H -3.33 1.20 -3.46
H -2.76 -0.43 -5.20
H -0.52 -0.63 -5.90
H 1.21 0.76 -4.93
S -0.41 -0.40 -1.82
C -1.45 -2.53 -2.25
N -0.65 -3.57 -2.19
C -1.23 -4.69 -1.41
C -2.60 -4.12 -0.98
N -2.55 -2.75 -1.54
H 0.24 -3.64 -2.64
H -0.59 -4.92 -0.56
H -1.33 -5.57 -2.03
H -2.72 -4.07 0.10
H -3.43 -4.67 -1.41
H -3.36 -2.15 -1.56
*
```

Output
Kohn-Sham gap (alpha / beta) (eV): 7.2 / 5.1
DFT total energy (eV): -85030.0205
Highest occupied orbital energy (alpha / beta) (Ha): -0.4669 / -0.4814
E_LUMO (alpha / beta) (hartree): -0.202 / -0.293
Expectation value of S²: 6.03

natural (NBO) atomic charge list, values in e, 2 entries: Pt 0.6618; S 0.1635